C46H27FN9O3Rh | ωB97M-V with the def2-TZVPD basis set

ORCA input file:
```
! RIJCOSX wB97M-V def2-TZVPD def2/J DEFGRID3
* xyz 0 1
H 7.08281 -4.37003 -1.27587
H 0.46942 3.03876 5.15348
H 5.60160 -2.77711 2.43261
C -2.64511 5.45874 0.54088
C 1.89466 1.92313 6.33254
C 0.10128 2.87431 -1.23322
C 6.43844 -3.65474 0.64386
F -5.06537 2.62528 -0.08120
C 3.16863 0.19945 5.19625
H -3.34951 6.06842 -1.39788
C 3.79998 -0.97380 1.01860
C 0.99456 1.52068 -2.88637
C -1.10566 -1.92363 0.18984
C 2.86582 0.91254 6.34277
C 0.10052 2.89900 0.96814
C 3.78592 -1.01409 -1.19666
C 1.41256 1.33675 -4.27096
H -3.86934 -4.49569 1.02130
H 3.78452 -0.83178 -5.39488
C 2.68124 0.58635 -6.59349
C -5.59056 0.37051 0.27899
C -0.87494 3.86570 -0.84081
N 0.27256 2.59226 2.25046
C 1.02584 1.61589 2.65856
H -6.73954 -2.29088 -0.23757
H -1.77711 4.66549 2.34901
C 2.50535 -0.08477 -2.87146
C 2.54826 0.02164 2.67664
H -3.35674 6.08937 1.05832
C -6.23449 -2.01796 0.69299
C -3.84138 -1.25940 0.32125
C -2.64115 5.44639 -0.86558
C 2.36748 0.32749 -4.26107
C -1.77121 4.67541 1.26706
H 3.16464 0.30866 -7.52130
H 1.47869 2.09319 -7.53994
H 5.57879 -2.85873 -2.56685
N 1.59821 0.60537 1.91586
C 5.60430 -2.84133 -1.48578
N 3.46631 -0.88846 -2.46030
N 3.50121 -0.79739 2.28205
H -5.47903 -4.91321 -0.88757
N 0.70748 2.37270 -0.12557
C 3.02959 -0.05734 -5.41945
C -4.37378 -3.68214 0.49997
C -5.58195 -3.24499 1.31505
H -1.76484 4.62134 -2.65504
H -7.00428 -1.62181 1.35590
C 0.29174 -2.48783 0.12462
C 1.20373 2.24467 5.17727
O 1.28615 -1.69415 -0.06857
C 1.08107 2.00454 -5.44204
C -1.46219 -0.56797 0.03799
H 7.09347 -4.33101 1.17781
N 3.29372 -0.35484 -0.09643
C 1.48808 1.50562 4.03721
H 1.69322 2.46820 7.24582
C 4.79052 -1.97475 -0.76926
N 0.25844 2.52188 -2.50398
H 0.35196 2.80367 -5.43654
H -1.81055 -3.88924 0.46467
Rh 1.40825 0.35018 -0.09640
H -3.83757 -4.52328 -1.41824
H -5.10254 -3.29839 -1.50909
H -6.63299 0.65414 0.35707
C 5.61762 -2.79504 1.35137
C 6.43194 -3.67724 -0.75803
C -1.76408 4.65017 -1.57349
C -2.10047 -2.84918 0.37574
H 3.39375 0.69817 7.26299
H -6.28896 -4.07262 1.37442
N -3.40218 -2.57272 0.45139
C -5.21188 -0.94466 0.42010
C 4.79800 -1.95158 0.61419
H -2.57217 1.85820 -0.19589
C -0.87819 3.87884 0.55272
C 1.71833 1.60540 -6.60373
O -0.67972 0.39801 -0.14130
O 0.42109 -3.69876 0.23421
C -3.30457 1.07970 -0.03247
H 3.93098 -0.56802 5.18523
C 2.45116 0.50487 4.04762
C -4.72091 -4.12969 -0.91512
C -4.63756 1.35842 0.04852
H -5.25739 -3.01566 2.33269
C -2.89284 -0.25322 0.10638
N 1.58884 0.54973 -2.11302
*
```

Computed properties:
Max |F|, eV/A: 1.5
LUMO level (alpha / beta), Eh: -0.0426 / -0.0424
Electronic energy, Eh: -2698.2731
Orbital gap (alpha / beta), eV: 4.96 / 4.97

Mulliken population analysis, charges in e, atoms 1 to 5: 0.4006 0.5626 0.5627 -0.6829 -0.6331